<a>
An isolated molecule of C2H2FP, computed with ωB97M-V/def2-TZVPD.

LUMO energy (alpha / beta): -1.3 / -1.2 eV

Last column: Löwdin charge in e.
CARTESIAN COORDINATES (ANGSTROEM)
1 C -0.500 -0.014 0.431  -0.573
2 H 0.485 -0.512 -1.393  0.080
3 C 0.595 -0.225 -0.396  -0.223
4 P -2.227 0.074 0.003  0.687
5 H -0.329 0.140 1.451  0.005
6 F 1.756 0.163 0.115  0.024

***

<b>
An isolated molecule of C2H2FP, computed with ωB97M-V/def2-TZVPD.

LUMO energy (alpha / beta): -2.5 / -2.5 eV

Last column: Löwdin charge in e.
CARTESIAN COORDINATES (ANGSTROEM)
1 P -0.058 0.081 -0.178  0.721
2 C -1.227 -1.079 -0.056  -0.123
3 H 1.808 1.290 0.188  -0.062
4 F -0.588 1.041 1.131  -0.339
5 H -1.533 -1.642 -0.926  -0.047
6 C 1.599 0.309 -0.158  -0.149

***

Stability ranking, top entry: <a>; the second entry is 354.4 kJ/mol less favorable.

***

<a>
A structure of composition C5H14N4, computed with ωB97M-V/def2-TZVPD.

LUMO energy: 1.0 eV

Last column: Löwdin charge in e.
CARTESIAN COORDINATES (ANGSTROEM)
1 H -0.805 1.605 -1.683  0.073
2 H -2.210 0.066 1.828  0.035
3 H 1.604 -0.785 1.927  0.073
4 N 1.097 0.166 0.139  -0.104
5 H 1.201 1.077 -0.300  0.113
6 H -0.817 -1.249 -1.869  0.077
7 H 1.581 -1.124 -2.724  0.029
8 C 1.588 -1.136 -1.642  0.031
9 H -2.808 1.711 1.275  0.048
10 C -2.129 0.882 1.130  0.025
11 C 1.523 0.227 1.532  -0.096
12 C -1.260 0.870 0.115  -0.365
13 H -1.402 -1.919 0.255  0.083
14 H -0.615 -1.338 1.564  0.063
15 N -1.061 1.935 -0.758  0.079
16 H 2.502 0.698 1.577  0.079
17 H 0.830 0.808 2.155  0.076
18 H 1.455 -2.130 -1.231  0.044
19 H 2.526 -0.692 -1.325  0.044
20 H -1.796 2.627 -0.764  0.089
21 N -0.194 -0.494 -1.592  0.045
22 C -0.282 -0.289 -0.177  -0.640
23 N -0.527 -1.517 0.568  0.098

***

<b>
A structure of composition C5H14N4, computed with ωB97M-V/def2-TZVPD.

LUMO energy: 0.7 eV

Last column: Löwdin charge in e.
CARTESIAN COORDINATES (ANGSTROEM)
1 N -0.370 -0.378 -1.170  0.117
2 H -1.064 -3.070 -0.321  0.072
3 N -1.600 1.216 0.263  0.072
4 N -0.041 2.283 -1.236  0.078
5 N 2.103 1.049 0.057  -0.024
6 C 0.790 0.905 0.600  -0.394
7 H 1.452 -0.688 1.886  0.112
8 H -1.318 -0.492 -1.534  0.091
9 C -0.906 -2.405 0.529  -0.091
10 H -1.495 1.564 1.209  0.079
11 H -0.698 -3.020 1.411  0.089
12 H -0.290 -0.350 2.054  0.093
13 H 2.501 0.277 -0.480  0.056
14 C -0.290 1.151 -0.370  -0.540
15 H 0.954 2.376 -1.413  0.059
16 H 0.282 -0.517 -1.936  0.090
17 C 0.238 -1.461 0.313  -0.166
18 H -1.812 -1.829 0.727  0.079
19 H 1.106 -1.877 -0.191  0.118
20 H -0.574 2.231 -2.094  0.066
21 C 0.536 -0.445 1.348  -0.184
22 H 2.721 1.644 0.589  0.058
23 H -2.224 1.837 -0.241  0.070

***

<c>
A structure of composition C5H14N4, computed with ωB97M-V/def2-TZVPD.

LUMO energy (alpha / beta): 0.3 / -0.1 eV

Last column: Löwdin charge in e.
CARTESIAN COORDINATES (ANGSTROEM)
1 H -1.101 -2.474 -0.922  0.081
2 H -1.983 -1.791 0.440  0.080
3 C 0.580 -0.507 -1.799  0.005
4 H -0.086 -0.214 -2.596  0.047
5 H -2.520 0.461 0.659  0.064
6 C -1.396 -1.539 -0.445  -0.073
7 C -0.512 0.737 0.415  -0.652
8 N 1.728 1.637 0.643  -0.004
9 H 0.264 1.829 -1.027  0.047
10 H -1.915 1.765 1.422  0.075
11 N -1.737 0.788 1.212  0.093
12 H 1.446 -2.165 0.190  0.069
13 H 1.282 -0.984 1.590  0.057
14 H 1.488 0.083 -1.750  0.044
15 N 0.474 1.420 1.264  -0.079
16 H -2.008 -0.962 -1.137  0.081
17 H 0.537 0.960 2.167  0.104
18 H 2.123 2.499 0.994  0.077
19 C 0.891 -1.360 0.655  0.045
20 N -0.577 1.262 -0.894  0.144
21 H 2.383 0.872 0.781  0.067
22 H 0.806 -1.568 -1.860  0.040
23 C -0.166 -0.749 0.000  -0.411

***

Stability ranking, top entry: <a>; the second entry is 56.9 kJ/mol less favorable.

***

<a>
A cluster of 2 separate species, H2N2O3 in total, computed with ωB97M-V/def2-TZVPD.

LUMO energy (alpha / beta): 0.0 / -0.5 eV

Last column: Löwdin charge in e.
CARTESIAN COORDINATES (ANGSTROEM)
1 H 1.252 1.080 -0.812  0.162
2 N 0.827 -0.688 -0.117  0.046
3 O -1.157 1.135 0.036  0.086
4 O 1.288 0.577 0.107  -0.139
5 O -2.104 -0.894 0.029  0.100
6 H 1.174 -1.167 0.646  0.025
7 N -1.279 -0.042 0.111  -0.280

***

<b>
An isolated molecule of H2N2O3, computed with ωB97M-V/def2-TZVPD.

LUMO energy (alpha / beta): -0.8 / -0.4 eV

Last column: Löwdin charge in e.
CARTESIAN COORDINATES (ANGSTROEM)
1 N -0.472 -0.354 -0.206  -0.215
2 H -0.877 1.631 0.209  0.182
3 O 0.935 -0.985 0.162  -0.014
4 O -1.466 -0.806 0.273  0.042
5 O 1.076 1.367 -0.095  0.008
6 N -0.108 1.048 -0.178  -0.090
7 H 0.912 -1.901 -0.166  0.087

***

Stability ranking, top entry: <a>; the second entry is 32.1 kJ/mol less favorable.

***

<a>
An isolated molecule of C2H2O2S, computed with ωB97M-V/def2-TZVPD.

LUMO energy: -0.9 eV

Last column: Löwdin charge in e.
CARTESIAN COORDINATES (ANGSTROEM)
1 S 1.655 -0.029 -0.021  0.860
2 O -0.616 1.362 -0.012  0.021
3 H 0.280 -1.788 -0.017  0.040
4 O -1.924 -0.631 -0.040  0.174
5 H -2.695 -0.141 -0.113  0.100
6 C 0.278 -0.735 0.050  -0.586
7 C -0.901 0.161 0.096  -0.609

***

<b>
An isolated molecule of C2H2O2S, computed with ωB97M-V/def2-TZVPD.

LUMO energy: -0.4 eV

Last column: Löwdin charge in e.
CARTESIAN COORDINATES (ANGSTROEM)
1 O 1.261 -0.023 -1.315  0.073
2 O -0.529 -0.937 1.529  0.002
3 H 1.862 -0.198 0.684  0.141
4 C -0.442 -0.197 0.583  -0.645
5 C 1.070 -0.104 -0.140  -0.183
6 S -1.958 0.471 -0.230  0.839
7 H -1.264 0.988 -1.111  -0.227

***

Stability ranking, top entry: <b>; the second entry is 35.7 kJ/mol less favorable.